Entry 1:
The following is a quantum chemistry calculation of a molecular structure, C23H21N5O2Pt, from OMol25.

ORCA input file:
```
! RIJCOSX wB97M-V def2-TZVPD def2/J DEFGRID3
* xyz 0 3
Pt 0.644 -0.601 0.421
O 1.926 -0.249 4.054
C 1.763 0.083 2.889
N 0.420 0.141 2.249
C -0.509 0.978 2.740
C -0.393 1.429 4.104
C -1.330 2.215 4.689
C -2.473 2.646 3.967
C -2.599 2.314 2.660
C -1.639 1.515 1.959
N -1.801 1.481 0.636
C -1.845 0.551 -0.295
O -1.684 0.686 -1.510
C -2.221 -0.817 0.237
C -3.519 -1.230 0.498
C -3.716 -2.466 1.083
C -2.619 -3.257 1.397
C -1.357 -2.781 1.113
N -1.172 -1.588 0.539
C 2.758 0.453 1.936
C 4.008 1.011 2.273
C 4.779 1.584 1.308
C 4.308 1.603 -0.043
C 3.133 0.985 -0.344
N 2.391 0.355 0.593
H 0.451 1.082 4.676
H -1.204 2.510 5.723
H -3.228 3.251 4.452
H -3.434 2.673 2.072
H -4.343 -0.576 0.250
H -4.717 -2.810 1.306
H -2.733 -4.223 1.868
H -0.463 -3.345 1.339
H 4.297 1.013 3.316
H 5.720 2.050 1.563
H 4.874 2.080 -0.829
H 2.759 0.936 -1.358
C -1.033 -1.391 -4.339
C 0.363 -0.815 -4.067
C 0.375 0.698 -4.334
C 1.441 -1.537 -4.881
C 0.640 -0.994 -2.633
N 0.861 -1.124 -1.519
H -1.271 -1.239 -5.392
H -1.776 -0.880 -3.727
H -1.067 -2.459 -4.125
H 0.084 0.868 -5.372
H 1.371 1.114 -4.181
H -0.328 1.208 -3.675
H 1.235 -1.379 -5.940
H 1.437 -2.608 -4.683
H 2.433 -1.144 -4.659
*
```

The frontier orbital gap (spin up / spin down) comes out at 5.3865 / 6.6651 eV. The calculation puts the HOMO energy (spin up / spin down) at -0.1927 / -0.2909 hartree. As for the expectation value of S²: 2.0346.


Entry 2:
The following is a quantum chemistry calculation of a molecular structure, C23H21N6O2PtS3, from OMol25.

ORCA input file:
```
! RIJCOSX wB97M-V def2-TZVPD def2/J DEFGRID3
* xyz 1 3
Pt 0.586 1.097 -0.132
O 2.441 -0.300 2.181
S 1.725 -1.443 1.638
O 2.524 -2.397 0.897
N 0.518 -0.842 0.770
C -0.515 -1.642 0.286
C -0.581 -3.016 0.323
C -1.734 -3.699 -0.119
C -2.818 -3.036 -0.607
C -2.782 -1.624 -0.697
C -3.856 -0.853 -1.193
C -3.754 0.507 -1.255
C -2.556 1.112 -0.847
N -1.539 0.424 -0.386
C -1.628 -0.934 -0.274
C 0.974 -2.287 2.989
C -0.019 -1.648 3.719
C -0.590 -2.309 4.794
C -0.166 -3.589 5.129
C 0.830 -4.216 4.393
C 1.404 -3.566 3.311
H 0.257 -3.586 0.695
H -1.745 -4.780 -0.058
H -3.704 -3.566 -0.931
H -4.758 -1.356 -1.519
H -4.565 1.121 -1.620
H -2.429 2.186 -0.910
H -0.339 -0.651 3.443
H -1.368 -1.829 5.372
H -0.617 -4.100 5.969
H 1.158 -5.212 4.657
H 2.174 -4.040 2.718
N 2.983 1.223 0.016
N 3.518 0.112 -0.654
C 2.839 -0.483 -1.649
N 3.394 -1.553 -2.207
S 1.371 0.127 -2.255
H 3.489 2.064 -0.241
H 3.030 1.023 1.019
H 4.218 -0.418 -0.154
H 4.233 -1.969 -1.837
H 2.838 -2.100 -2.843
S 0.522 5.764 -0.257
C 0.769 4.150 0.244
N 0.432 3.224 -0.602
C -0.081 3.782 -1.774
C -0.549 3.083 -2.887
C -1.026 3.804 -3.959
C -1.044 5.206 -3.940
C -0.587 5.909 -2.847
C -0.105 5.179 -1.761
H 1.180 3.928 1.219
H -0.534 2.002 -2.899
H -1.392 3.281 -4.832
H -1.423 5.744 -4.798
H -0.602 6.990 -2.832
*
```

The frontier orbital gap (spin up / spin down) comes out at 7.4577 / 6.5955 eV. Its relative energy (zero: lowest compared OMol25 entry of this formula, charge and spin) is 0.0 kcal per mole. The calculation puts the HOMO energy (spin up / spin down) at -0.3660 / -0.3821 hartree. As for the expectation value of S²: 2.0069.